{
  "formula": "C5H8NO",
  "method": "wB97M-V/def2-TZVPD",
  "symbols": ["C", "C", "C", "C", "C", "N", "O", "H", "H", "H", "H", "H", "H", "H", "H"],
  "coordinates": [[-1.72878, -2.48811, 0.64942], [-0.82872, -1.80381, 0.18959], [-0.20858, 0.68814, -1.48473], [-0.06454, 0.79578, 1.10434], [0.46120, 0.35642, -0.17134], [1.77197, 0.24094, -0.12595], [2.45722, 0.30077, 0.91412], [-2.54941, -2.73290, 1.18458], [0.52050, 0.61746, -2.30074], [-0.87289, -0.05619, -1.76659], [-0.50548, 1.70801, -1.56309], [-0.24141, 1.93426, 1.24785], [-1.03972, 0.28916, 1.25576], [0.55538, 0.32139, 1.78272], [2.27324, -0.17131, -0.91594]],
  "forces_ev_per_angstrom": [[1.1, 0.6, -0.7], [0.9, -0.1, -0.8], [2.8, -0.5, -0.1], [-3.6, 1.2, 0.1], [1.2, 1.8, -1.4], [-1.8, -0.7, -2.2], [2.1, 0.1, 2.3], [-2.2, -1.1, 1.3], [0.5, -0.1, 0.1], [-2.1, -1.0, -0.1], [-0.9, 0.7, 0.4], [0.8, -1.7, -0.3], [0.3, 0.6, -0.3], [1.2, -0.1, 2.0], [-0.4, 0.3, -0.4]],
  "mulliken_charge": [-0.28, -0.92, -1.34, -1.12, 0.60, 0.19, -0.77, 0.42, 0.36, 0.38, 0.28, 0.27, 0.33, 0.39, 0.21],
  "lumo_energy_ev": [4.07, 4.07],
  "homo_lumo_gap_ev": [7.33, 7.33],
  "de_lowest_kcal_mol": 96.1,
  "total_charge": -1,
  "e_homo_ha": [-0.120, -0.120]
}

{
  "formula": "C5H8NO",
  "method": "wB97M-V/def2-TZVPD",
  "symbols": ["C", "C", "C", "C", "C", "N", "O", "H", "H", "H", "H", "H", "H", "H", "H"],
  "coordinates": [[-0.63642, 1.54984, -0.32311], [0.49120, 1.81146, -0.96183], [-1.01614, 0.03123, -0.23421], [0.17413, -0.78854, -0.65445], [1.05613, -0.92061, 0.64333], [0.98390, -0.20488, -1.75475], [0.35859, -0.42374, -2.89183], [-1.26585, 2.37373, -0.00870], [0.81752, 2.71591, -1.29445], [-1.39108, -0.46560, 0.70314], [-1.93291, 0.04989, -0.93752], [0.06559, -1.80455, -0.99303], [1.38526, -0.03099, 1.01336], [1.89867, -1.46639, 0.21688], [0.49060, -1.40808, 1.39020]],
  "forces_ev_per_angstrom": [[1.2, -0.9, 0.2], [-0.9, -4.3, 0.3], [-2.7, 0.8, -1.0], [1.4, 1.2, 1.2], [-0.3, -1.7, -3.4], [-0.8, 0.5, -1.2], [0.8, 0.6, 1.6], [-0.8, -0.3, 0.4], [0.9, 2.7, -0.8], [0.1, 1.1, -0.3], [1.3, -0.8, 0.7], [-1.0, -0.4, -0.1], [0.8, 2.7, 0.8], [0.3, -0.3, 0.9], [-0.4, -1.0, 0.8]],
  "mulliken_charge": [-0.05, -1.08, -0.73, 0.37, -1.58, -0.35, -0.59, 0.38, 0.40, 0.30, 0.20, 0.57, 0.35, 0.40, 0.42],
  "lumo_energy_ev": [4.36, 4.36],
  "homo_lumo_gap_ev": [6.23, 6.23],
  "de_lowest_kcal_mol": 90.5,
  "total_charge": -1,
  "e_homo_ha": [-0.069, -0.069]
}

{
  "formula": "C5H8NO",
  "method": "wB97M-V/def2-TZVPD",
  "symbols": ["C", "C", "C", "C", "C", "N", "O", "H", "H", "H", "H", "H", "H", "H", "H"],
  "coordinates": [[-2.42428, -0.04029, 0.16303], [-0.38451, 1.02851, -0.25505], [-1.70885, -1.26307, -0.06892], [0.29624, -0.22652, 0.33328], [1.75264, -0.38433, -0.03301], [-1.77985, 1.01292, -0.13633], [-0.47894, -1.36679, -0.18629], [-3.49247, -0.01519, 0.31264], [-0.02135, 1.92099, 0.26733], [-0.14254, 1.19231, -1.31697], [-2.64999, -2.44253, -0.65751], [0.15722, -0.23739, 1.42171], [1.91064, -0.28470, -1.10525], [2.12195, -1.35516, 0.28716], [2.33039, 0.38171, 0.48027]],
  "forces_ev_per_angstrom": [[0.3, 0.6, 0.2], [1.2, -0.6, 0.0], [-3.2, -4.1, -2.3], [0.6, 1.6, 0.1], [-0.3, -0.2, -0.1], [-1.3, 0.7, 0.2], [-0.2, -0.7, 0.1], [-0.1, -0.2, 0.0], [0.1, -0.1, 0.0], [0.0, 0.0, 0.1], [3.1, 3.3, 1.8], [-0.1, -0.2, -0.2], [0.0, 0.0, 0.0], [0.0, 0.0, 0.1], [0.0, 0.1, 0.0]],
  "mulliken_charge": [-0.16, -0.58, 0.19, 0.34, -1.39, -0.26, -0.19, 0.41, 0.36, 0.38, 0.42, 0.33, 0.37, 0.39, 0.40],
  "lumo_energy_ev": -6.39,
  "homo_lumo_gap_ev": 8.74,
  "de_lowest_kcal_mol": 81.5,
  "total_charge": 1,
  "e_homo_ha": -0.556
}

{
  "formula": "C5H8NO",
  "method": "wB97M-V/def2-TZVPD",
  "symbols": ["C", "C", "C", "C", "C", "N", "O", "H", "H", "H", "H", "H", "H", "H", "H"],
  "coordinates": [[-2.51073, -0.12453, -0.11087], [-1.04147, 1.59728, 0.22029], [0.74845, -0.06886, 0.14802], [1.91275, 0.26109, -0.60035], [0.39451, -1.34789, 0.61715], [-2.80050, -1.08525, -0.68705], [-2.01439, 0.81801, 0.61642], [-0.86769, 2.30292, 0.95044], [-0.88178, 1.73949, -0.90899], [2.21342, 1.28565, -0.73933], [1.64775, -0.00713, -1.58767], [2.73336, -0.42652, -0.30108], [-0.26426, -2.02969, 0.05962], [-0.33558, -0.92332, 1.37706], [1.06619, -1.99123, 0.94634]],
  "forces_ev_per_angstrom": [[0.1, -1.6, -1.1], [2.3, -2.7, -4.0], [-1.6, 2.4, -1.9], [1.6, -0.4, 1.8], [-4.8, 3.0, 0.4], [0.0, 0.9, 0.4], [-1.5, -0.1, 1.3], [1.0, 1.6, 1.2], [-0.4, 0.1, 2.0], [0.1, 0.5, 0.6], [-0.7, -0.9, -1.6], [0.0, 0.5, -0.4], [-0.3, 0.8, -0.7], [0.5, -1.6, 0.3], [3.8, -2.5, 1.8]],
  "mulliken_charge": [0.58, -0.24, 0.63, -1.09, -1.19, -0.33, -0.31, 0.37, 0.35, 0.35, 0.37, 0.37, 0.38, 0.31, 0.45],
  "lumo_energy_ev": -5.86,
  "homo_lumo_gap_ev": 8.48,
  "de_lowest_kcal_mol": 154.0,
  "total_charge": 1,
  "e_homo_ha": -0.527
}

{
  "formula": "C5H8NO",
  "method": "wB97M-V/def2-TZVPD",
  "symbols": ["C", "C", "C", "C", "C", "N", "O", "H", "H", "H", "H", "H", "H", "H", "H"],
  "coordinates": [[-1.07316, -0.52812, 0.08812], [-2.29320, -0.79626, 0.53139], [1.25777, -0.91348, 0.38675], [0.24325, 0.10430, 0.06219], [0.46953, 1.62337, 0.07896], [-0.11919, -0.82834, -0.93963], [2.44652, -0.77030, -0.10274], [-3.14548, -1.40044, 0.27483], [-2.51372, -0.05024, 1.24971], [0.90040, -1.70992, 0.97032], [1.49152, 1.71527, 0.46045], [-0.08864, 2.07379, 1.00396], [0.34396, 2.11174, -0.81986], [-0.21148, -1.12462, -1.93228], [3.01064, -1.63801, -0.40063]],
  "forces_ev_per_angstrom": [[0.1, -2.0, -1.4], [1.2, 1.5, 0.1], [-0.4, 0.4, -1.7], [-0.2, 3.6, 1.1], [0.5, -1.5, 4.4], [-1.4, -2.5, -0.5], [1.6, -2.3, -1.0], [0.5, -0.4, -0.8], [-0.5, 0.3, 1.3], [0.1, -1.4, 0.7], [0.2, 0.4, -0.7], [0.4, -0.8, -2.1], [-0.5, 1.1, -1.8], [0.5, 1.0, 0.9], [-2.1, 2.7, 1.5]],
  "mulliken_charge": [0.32, -0.75, 0.01, 0.59, -1.19, -0.36, -0.44, 0.33, 0.24, 0.48, 0.35, 0.31, 0.36, 0.31, 0.44],
  "lumo_energy_ev": -4.31,
  "homo_lumo_gap_ev": 9.70,
  "de_lowest_kcal_mol": 96.4,
  "total_charge": 1,
  "e_homo_ha": -0.515
}

{
  "formula": "C5H8NO",
  "method": "wB97M-V/def2-TZVPD",
  "symbols": ["C", "C", "N", "C", "O", "C", "C", "H", "H", "H", "H", "H", "H", "H", "H"],
  "coordinates": [[-2.36569, 0.62333, -0.24537], [-1.13379, 0.36047, 0.01043], [0.01870, 0.74752, 0.74450], [1.02570, 0.84531, -0.37441], [2.29938, 0.74686, -0.08968], [0.23892, -0.39949, -0.29342], [0.51462, -1.77469, 0.14082], [-3.01149, 1.21744, 0.29203], [-3.01863, 0.20508, -1.01988], [0.13507, 0.86477, 1.74279], [0.57895, 1.40284, -1.20911], [3.01035, 1.37812, -0.24258], [1.32405, -1.61027, 0.85508], [0.87249, -2.24040, -0.68812], [-0.48864, -2.36688, 0.37692]],
  "forces_ev_per_angstrom": [[-1.4, -1.0, -1.4], [4.1, -1.5, -1.3], [-1.2, 1.1, 0.7], [-1.1, -0.2, -2.2], [1.1, -1.1, 1.0], [-3.9, 0.9, 1.2], [-2.3, 0.6, 1.6], [-0.6, 1.8, 1.8], [1.1, -0.6, -0.1], [0.4, -0.3, 0.2], [1.0, 0.9, 0.5], [-0.8, 0.7, -0.3], [-0.3, -1.2, 0.4], [1.4, -1.7, -2.4], [2.4, 1.5, 0.3]],
  "mulliken_charge": [-0.76, 0.38, -0.21, 0.06, -0.48, 0.41, -1.15, 0.31, 0.26, 0.29, 0.45, 0.38, 0.35, 0.37, 0.32],
  "smiles": "C=C1[N@@H+]2[C@@H](O)[C@]12C",
  "lumo_energy_ev": -3.00,
  "homo_lumo_gap_ev": 11.87,
  "de_lowest_kcal_mol": 90.9,
  "total_charge": 1,
  "e_homo_ha": -0.546
}

{
  "formula": "C5H8NO",
  "method": "wB97M-V/def2-TZVPD",
  "symbols": ["C", "C", "C", "C", "C", "N", "O", "H", "H", "H", "H", "H", "H", "H", "H"],
  "coordinates": [[-0.39919, -0.10832, 2.18290], [0.30926, 1.75235, 1.22781], [-0.29696, -0.76903, 1.07920], [-0.59223, -1.80755, 0.16411], [0.73685, 1.10566, -1.23177], [0.35017, 1.09208, 0.14705], [-0.02131, 1.16913, 2.32684], [-0.60795, -0.44196, 3.17423], [0.44605, 2.79612, 1.33033], [-1.53971, -2.17480, 0.61458], [-0.96148, -1.07818, -0.73496], [0.20737, -2.57532, -0.03575], [1.80139, 1.13203, -1.53060], [0.22388, 0.23522, -1.75800], [0.30829, 2.00950, -1.60206]],
  "forces_ev_per_angstrom": [[0.4, -0.5, 1.3], [0.6, 0.5, -3.2], [1.5, 2.6, -1.1], [-1.1, 1.2, -1.5], [-0.8, -0.1, -0.9], [-0.1, -3.7, 2.4], [-0.5, 0.6, 1.3], [-0.6, -1.0, 0.2], [0.5, 1.0, 0.1], [0.4, -0.6, -0.7], [0.8, -2.4, 1.3], [-1.0, 1.0, 0.0], [-0.3, -0.3, 1.0], [0.7, 1.0, 0.7], [-0.4, 0.6, -0.9]],
  "mulliken_charge": [-0.35, 0.11, 0.52, -0.71, -0.64, -0.25, -0.27, 0.41, 0.46, 0.33, 0.25, 0.27, 0.30, 0.21, 0.36],
  "lumo_energy_ev": -4.88,
  "homo_lumo_gap_ev": 10.13,
  "de_lowest_kcal_mol": 73.0,
  "total_charge": 1,
  "e_homo_ha": -0.552
}